[1]
Entry from the OMol25 dataset: a structure of composition C29H37FN3 (ωB97M-V with the def2-TZVPD basis set).

Element x y z (Å)
1 C -6.710 -0.263 -0.478
2 C -5.290 -0.265 -0.951
3 C -4.759 0.839 -1.647
4 C -3.452 0.908 -2.055
5 C -3.080 2.218 -2.685
6 C -2.620 -0.167 -1.795
7 N -1.285 -0.155 -2.239
8 C -0.164 -0.665 -1.548
9 N 0.939 -0.255 -2.259
10 C 2.278 0.013 -1.871
11 C 2.729 -0.909 -0.941
12 C 1.834 -2.027 -0.488
13 C 4.043 -0.720 -0.575
14 C 4.905 0.289 -0.973
15 C 6.274 0.251 -0.437
16 C 4.408 1.212 -1.898
17 C 3.083 1.105 -2.294
18 C 2.607 2.224 -3.147
19 C 0.522 0.044 -3.685
20 C -0.953 -0.062 -3.643
21 C -3.100 -1.317 -1.150
22 C -2.210 -2.507 -1.013
23 C -4.433 -1.348 -0.747
24 H -6.858 -1.270 -0.034
25 H -6.890 0.525 0.271
26 H -7.390 -0.064 -1.322
27 H -5.398 1.693 -1.825
28 H -2.038 2.258 -2.943
29 H -3.676 2.421 -3.589
30 H -3.239 3.092 -2.033
31 H 2.293 -2.724 0.249
32 H 0.920 -1.573 -0.015
33 H 1.569 -2.633 -1.406
34 H 4.430 -1.524 0.030
35 H 6.747 1.152 -0.813
36 H 6.249 0.223 0.658
37 H 6.803 -0.657 -0.759
38 H 5.080 2.035 -2.229
39 H 3.329 3.060 -3.095
40 H 2.589 1.921 -4.192
41 H 1.647 2.643 -2.867
42 H 0.764 0.967 -4.189
43 H 0.971 -0.758 -4.287
44 H -1.195 -0.985 -4.189
45 H -1.310 0.695 -4.352
46 H -2.857 -3.257 -0.537
47 H -1.909 -2.916 -1.991
48 H -1.326 -2.281 -0.405
49 H -4.914 -2.261 -0.266
50 C -0.757 -2.318 3.272
51 C -0.092 -1.015 3.649
52 N 0.370 -0.209 2.737
53 F -0.274 -0.352 0.135
54 C 0.893 0.914 3.114
55 C 1.447 1.959 2.165
56 C 1.098 1.247 4.497
57 C 0.645 0.339 5.511
58 C 0.826 0.629 6.931
59 C 0.053 -0.816 5.031
60 H -1.073 -2.974 4.076
61 H -1.644 -2.017 2.725
62 H -0.038 -2.888 2.717
63 H 1.954 2.818 2.604
64 H 2.213 1.489 1.564
65 H 0.598 2.351 1.599
66 H 1.606 2.209 4.818
67 H 0.378 -0.292 7.429
68 H 1.929 0.747 7.083
69 H 0.262 1.567 7.160
70 H -0.353 -1.614 5.832

LUMO = -5.55 eV
HOMO = -0.397 Eh
total charge = +1
gap between HOMO and LUMO = 0.19327 hartree

[2]
Entry from the OMol25 dataset: the molecule C5H4N2 (ωB97M-V with the def2-TZVPD basis set).

Element x y z (Å)
1 C -0.118 -2.270 -2.280
2 C -0.137 -1.674 -1.164
3 C -0.035 -0.702 -0.226
4 C -0.603 0.681 -0.322
5 C -0.089 1.308 0.934
6 N 0.730 0.545 1.559
7 N 0.775 -0.644 0.845
8 H -0.006 0.992 -1.188
9 H -1.653 0.810 -0.587
10 H -0.329 2.289 1.331
11 H 1.464 -1.335 1.098

LUMO (alpha / beta) = -0.56 / -0.56 eV
energy relative to the best compared isomer or geometry (same formula, charge and spin) = 435.9 kJ/mol
HOMO (alpha / beta) = -0.344 / -0.344 Eh
gap between HOMO and LUMO (alpha / beta) = 0.32280 / 0.32282 hartree

[3]
Entry from the OMol25 dataset: a cluster of 2 separate species, C4H11O2P in total (ωB97M-V with the def2-TZVPD basis set).

Element x y z (Å)
1 C -0.216 -1.503 1.214
2 C -0.639 -0.516 0.145
3 P 0.258 1.151 0.217
4 C -0.470 1.834 -1.302
5 O -0.687 1.820 1.321
6 H 0.857 -1.748 1.176
7 H -0.205 -0.993 2.341
8 H -0.926 -2.400 1.181
9 H -1.665 -0.271 0.038
10 H -0.434 -1.016 -0.760
11 H -0.819 2.869 -0.972
12 H 0.357 2.008 -1.953
13 H -1.198 1.348 -1.938
14 H -0.077 1.905 2.047
15 C 3.497 -0.208 0.312
16 O 3.393 -1.360 -0.002
17 H 2.628 0.399 0.794
18 H 4.430 0.299 0.204

LUMO = 0.72 eV
SMILES = CCP(C)O.C=O
energy relative to the best compared isomer or geometry (same formula, charge and spin) = 123.0 kJ/mol
HOMO = -0.322 Eh
gap between HOMO and LUMO = 0.34810 hartree

[4]
Entry from the OMol25 dataset: the molecule C6H9NO3 (ωB97M-V with the def2-TZVPD basis set).

Element x y z (Å)
1 C -1.939 2.638 -0.888
2 C -1.609 1.807 0.113
3 C -0.158 1.234 0.252
4 C 0.788 1.732 1.255
5 O 0.342 0.719 -0.976
6 C -0.051 -0.231 -0.079
7 N 0.146 -1.435 0.149
8 O -0.120 -2.209 1.043
9 O 0.965 -2.131 -1.001
10 C 1.291 -3.483 -0.684
11 H -2.965 2.779 -0.966
12 H -1.349 2.948 -1.749
13 H -2.365 1.524 0.758
14 H 0.684 2.786 1.422
15 H 1.755 1.345 1.098
16 H 0.575 1.245 2.255
17 H 0.766 -4.028 -1.529
18 H 2.341 -3.413 -0.792
19 H 0.901 -3.828 0.320

LUMO = 0.82 eV
SMILES = C=C[C@]1(C)O/C1=[N+](/[O-])OC
energy relative to the best compared isomer or geometry (same formula, charge and spin) = 740.4 kJ/mol
HOMO = -0.321 Eh
gap between HOMO and LUMO = 0.35146 hartree

[5]
Entry from the OMol25 dataset: a cluster of 7 separate species, C6H24O7 in total (ωB97M-V with the def2-TZVPD basis set).

Element x y z (Å)
1 O -3.307 -1.270 -0.037
2 C -2.522 -1.869 -0.687
3 C -1.310 -1.003 -1.025
4 C -0.592 -1.611 -2.255
5 C 0.952 -1.681 -2.540
6 C 1.687 -0.395 -2.196
7 C 2.016 0.536 -3.389
8 H -3.069 -2.674 -1.135
9 H -0.794 -1.277 -0.145
10 H -1.520 -0.005 -1.347
11 H -0.909 -2.591 -2.423
12 H -1.249 -1.046 -3.032
13 H 1.359 -2.563 -1.992
14 H 1.158 -1.961 -3.503
15 H 1.237 0.200 -1.353
16 H 2.713 -0.475 -1.720
17 H 1.780 1.630 -3.275
18 H 1.640 0.343 -4.318
19 H 3.074 0.707 -3.565
20 H 0.579 3.291 0.561
21 H 1.670 4.328 0.736
22 O 1.652 3.415 0.459
23 H 0.755 0.717 1.273
24 H 2.059 1.649 1.636
25 O 1.690 0.818 1.087
26 H -0.716 -2.030 3.244
27 H 0.438 -1.368 2.629
28 O -0.326 -1.196 3.022
29 H -1.949 0.152 1.735
30 H -3.410 0.544 1.439
31 O -2.572 0.887 1.642
32 H 2.495 -0.638 1.639
33 H 3.749 -1.311 2.000
34 O 2.749 -1.433 2.210
35 H -1.175 2.938 2.569
36 H -1.593 2.620 1.029
37 O -1.099 3.149 1.602

LUMO (alpha / beta) = 2.91 / 2.77 eV
energy relative to the best compared isomer or geometry (same formula, charge and spin) = 353.1 kJ/mol
HOMO (alpha / beta) = 0.020 / -0.165 Eh
total charge = -1
gap between HOMO and LUMO (alpha / beta) = 0.08677 / 0.26660 hartree
multiplicity = 2

For the records above, the corresponding maximum force values read 7.17, 0.86, 3.53, 4.15, 7.57 eV/A.